[1]
23
Properties=species:S:1:pos:R:3 method="wB97M-V/def2-TZVPD" total_energy_ha=-313.4010 e_homo_ev=-10.19 de_lowest_ev=1.1564 smiles=CC(C)O.CCC
C 1.41202 1.67059 0.75693
C 1.76237 0.78626 1.97273
C -0.07440 1.93796 0.58964
H 1.93127 2.64727 0.85638
H 1.83561 1.26205 -0.15305
H 1.38451 1.11229 2.93683
H -0.62941 2.59561 1.26302
H -0.15383 2.43821 -0.37882
H -0.61470 0.99109 0.69268
H 1.32081 -0.19358 1.76282
H 2.85112 0.71891 2.01848
C -1.25452 -1.01858 -1.23843
C -1.20722 -1.43401 0.19516
C 0.14886 -0.97200 -1.91116
O -1.92393 -2.08388 -1.98288
H -1.79530 -0.11138 -1.54239
H -0.88038 -0.77473 0.98959
H 0.14489 -1.53822 -2.85601
H 0.39835 0.06885 -2.10495
H 0.87761 -1.59635 -1.37907
H -2.55221 -2.47743 -1.34051
H -0.72677 -2.41065 0.34014
H -2.25474 -1.61829 0.51286

---

[2]
39
Properties=species:S:1:pos:R:3 method="wB97M-V/def2-TZVPD" total_charge=+2 total_energy_ha=-4057.8098 multiplicity=3 e_homo_ev="-14.33 / -14.48" s_squared=2.037 de_lowest_ev=0.1155
Au -1.06321 -1.08386 -0.34461
Br 0.58400 -0.00925 6.76494
C -0.11743 -0.46228 5.12791
C -1.42737 -0.98480 5.04640
C -1.93277 -1.29763 3.82883
C -1.17687 -1.09939 2.61471
O -1.80084 -1.35539 1.54334
C 0.20052 -0.61414 2.72315
C 1.16553 -0.44742 1.63246
N 0.97315 -0.78190 0.42346
C 1.86764 -0.64296 -0.66397
C 3.22028 -0.47677 -0.53179
C 4.04670 -0.34801 -1.66278
C 3.50847 -0.40095 -2.91627
C 2.11849 -0.60047 -3.09075
C 1.52251 -0.69668 -4.36830
C 0.17982 -0.91759 -4.48634
C -0.58651 -1.04138 -3.32383
N -0.05715 -0.95259 -2.11681
C 1.29363 -0.72912 -1.96167
C 0.66956 -0.29863 3.97213
H -2.01127 -1.12555 5.94501
H -2.93407 -1.68993 3.71446
H 2.12156 -0.00954 1.92489
H 3.67197 -0.46028 0.45253
H 5.11142 -0.21586 -1.53067
H 4.13679 -0.30870 -3.79313
H 2.14356 -0.59731 -5.25016
H -0.30169 -1.00341 -5.44924
H -1.65265 -1.21988 -3.37749
H 1.68085 0.07326 4.08128
N -4.00115 1.91776 -0.64992
C -2.80994 2.49211 -0.49939
N -2.69470 3.78766 -0.77001
S -1.43479 1.61752 0.03047
H -4.81250 2.43491 -0.94989
H -4.12593 0.95925 -0.37652
H -3.48289 4.36270 -1.02202
H -1.79276 4.22650 -0.69044

---

[3]
14
Properties=species:S:1:pos:R:3 method="wB97M-V/def2-TZVPD" total_energy_ha=-270.4479 e_homo_ev=-9.84 de_lowest_ev=2.9933 smiles="C=C[C@@H](C)C=O"
C -0.08691 -1.42786 -0.42527
C 0.78052 -0.17042 -0.17881
C 0.13781 0.74675 0.90625
C -1.12931 0.62720 1.42987
C 0.70877 0.75670 -1.31933
H -0.05128 -2.05303 0.49561
H 0.26996 -2.09543 -1.26233
H -1.15199 -1.16102 -0.51612
H 1.89547 -0.38431 0.03760
H 0.65485 1.74942 1.07521
H -1.78350 -0.34293 1.29765
H -1.55376 1.41815 2.01419
H -0.14648 0.41244 -2.11341
O 1.45585 1.92435 -1.44112

---

[4]
22
Properties=species:S:1:pos:R:3 method="wB97M-V/def2-TZVPD" total_energy_ha=-764.4379 e_homo_ev=-7.75 de_lowest_ev=4.8825
C 0.57567 0.79110 0.64606
C -1.58526 -0.37438 -1.39516
C -0.13823 1.55217 -2.31507
C 1.36973 -1.45183 0.92515
C 0.10719 -0.39592 2.80990
C -0.31421 0.25468 -1.94494
N 0.64367 -0.31195 1.39285
O 0.71252 -0.55530 -2.14446
S -0.75422 1.96678 1.09763
H -2.47398 0.26404 -1.47665
H -1.96677 -1.26128 -2.06061
H -1.32132 -0.52275 -0.30868
H -0.75396 2.63882 0.01094
H 0.75556 1.87391 -2.64010
H -0.86902 2.34058 -2.06126
H 0.84190 -1.93315 0.07472
H 2.24318 -1.16298 0.48083
H 1.55129 -2.06507 1.83241
H -0.59514 -1.22356 2.82136
H 0.94495 -0.83041 3.48678
H -0.42401 0.40392 3.11950
H 1.45046 0.00259 -2.35120

---

[5]
33
Properties=species:S:1:pos:R:3 method="wB97M-V/def2-TZVPD" total_charge=-1 total_energy_ha=-863.7091 e_homo_ev=-2.30 de_lowest_ev=4.5206
O -0.56770 -2.54924 0.66485
N 0.60572 -2.41233 0.54799
O 0.91479 -1.92293 -0.70246
C 1.54890 -0.57416 -0.59296
N 2.75651 -0.60304 0.06253
C 3.42878 0.63815 -0.06914
C 2.79712 1.84598 0.66562
C 2.90059 1.71009 2.19210
C 3.42909 2.92558 2.94354
O 2.40485 3.83794 3.35997
H 0.71937 0.03252 -0.13906
H 1.58198 -0.27096 -1.67189
H 4.44144 0.52583 0.35752
H 3.58336 0.95861 -1.13528
H 1.74445 1.94098 0.37810
H 3.29038 2.77168 0.33289
H 3.51981 0.83625 2.42265
H 1.90940 1.47401 2.60630
H 4.09047 3.51167 2.29764
H 4.01280 2.61467 3.82006
H 1.62998 3.30827 3.56975
F -3.21575 0.74932 -2.14932
C -3.72064 -0.49136 -1.98236
C -4.86520 -0.83053 -2.67813
C -5.38902 -2.10452 -2.50738
C -4.76889 -3.00819 -1.65566
C -3.61877 -2.63594 -0.97128
C -3.08175 -1.36706 -1.12779
H -5.32717 -0.10717 -3.33647
H -6.28362 -2.39023 -3.04646
H -5.17821 -4.00209 -1.52897
H -3.11981 -3.33281 -0.31098
H -2.17323 -1.07899 -0.61592

---

[6]
47
Properties=species:S:1:pos:R:3 method="wB97M-V/def2-TZVPD" total_energy_ha=-55019.9192 e_homo_ev=-9.60 de_lowest_ev=1.6612
N -4.33897 -2.67563 2.40024
C -2.81978 -2.70727 2.34481
O -2.54189 -4.15576 2.27344
C -1.69812 -4.37028 1.08686
O -0.83640 -5.38932 0.83302
O -1.91702 -3.23339 0.15896
C -2.47466 -2.05117 0.88305
I -0.74305 -0.65848 0.72848
H -4.66244 -2.82349 3.39248
H -4.67927 -3.46400 1.78355
H -2.22013 -2.39006 3.29819
H -3.44833 -1.77383 0.27476
C -2.03022 3.41790 -0.42409
Br -0.51764 3.02117 -1.58126
Br -3.61095 2.40073 -0.92463
Br -1.58453 3.18499 1.45509
H -2.27269 4.47620 -0.56639
C 1.09058 -0.16279 4.97962
Br 0.54703 -1.91094 4.32170
Br 3.02628 0.00692 5.06991
Br 0.28451 1.27963 3.95302
H 0.71383 -0.07541 6.00405
C -7.22759 -0.12214 1.90273
Br -8.07999 -1.79746 1.40168
Br -6.45693 -0.20723 3.68675
Br -5.92397 0.45132 0.57761
H -8.01281 0.64057 1.92968
C 6.13893 -0.97614 2.08497
Br 6.35374 -0.66464 3.99315
Br 4.80523 -2.34445 1.72048
Br 5.76798 0.67165 1.11987
H 7.09637 -1.35579 1.71321
C 6.87193 2.68441 -2.46882
Br 5.56819 3.61092 -1.36149
Br 6.46619 0.78902 -2.63236
Br 7.07869 3.53309 -4.20698
H 7.83756 2.76181 -1.95834
C 10.09124 3.81338 -7.32034
Br 10.66204 2.36019 -8.48083
Br 8.22501 4.27999 -7.60909
Br 10.46112 3.43298 -5.44879
H 10.68611 4.69174 -7.59170
C -8.36640 -1.24852 -2.44188
Br -9.91411 -0.55337 -3.39357
Br -7.89432 -3.03904 -3.03777
Br -6.85190 -0.03131 -2.53631
H -8.64846 -1.32668 -1.38672